Entry 1:
Here is a structure of composition C40H39N4O4PbTe from the Open Molecules 2025 dataset. Energies are from ωB97M-V/def2-TZVPD.

Charge: -1
ΔE to the lowest compared entry with this formula, charge and spin in kJ/mol: 3.7
E_LUMO in eV: 2.294
Orbital gap in Ha: 0.2480
Highest occupied orbital energy in eV: -4.45
E_tot in Ha: -2528.43243

Last column: Löwdin charge in e.
CARTESIAN COORDINATES (ANGSTROEM)
Pb  -0.50  -0.83  -0.06  1.40
C  3.03  -1.27  2.88  -0.05
C  1.98  -0.45  2.13  -0.54
O  2.10  -0.36  0.87  -0.30
C  1.00  0.16  2.92  -0.08
C  0.03  1.10  2.50  -0.35
C  -0.51  2.03  3.56  -0.05
N  -0.39  1.19  1.26  -0.08
N  -1.19  2.30  1.05  0.09
C  -1.65  2.55  -0.11  -0.35
O  -1.54  1.95  -1.30  -0.08
C  -2.52  3.76  -0.23  -0.12
C  -3.35  3.94  -1.33  -0.02
C  -4.15  5.07  -1.44  -0.09
C  -4.13  6.03  -0.44  -0.11
C  -3.30  5.86  0.66  -0.10
C  -2.50  4.74  0.77  -0.03
H  2.53  -2.02  3.50  0.08
H  3.62  -0.63  3.54  0.08
H  3.70  -1.76  2.18  0.03
H  1.11  0.03  3.99  0.09
H  -0.20  1.70  4.55  0.06
H  -1.60  2.09  3.50  0.07
H  -0.13  3.04  3.39  0.08
H  -3.35  3.19  -2.11  0.12
H  -4.79  5.19  -2.30  0.10
H  -4.75  6.92  -0.53  0.09
H  -3.27  6.62  1.44  0.09
H  -1.85  4.59  1.62  0.10
O  -2.83  -0.23  0.22  -0.26
N  -3.77  -0.62  -0.52  -0.02
N  -3.45  -1.51  -1.39  -0.26
O  -2.25  -2.01  -1.52  -0.27
C  -4.48  -1.96  -2.27  -0.17
C  -5.80  -1.52  -2.14  -0.03
C  -6.75  -1.99  -3.02  -0.10
C  -6.42  -2.90  -4.02  -0.11
C  -5.11  -3.33  -4.13  -0.09
C  -4.13  -2.87  -3.26  -0.02
H  -6.05  -0.81  -1.36  0.10
H  -7.78  -1.65  -2.92  0.10
H  -7.17  -3.26  -4.70  0.09
H  -4.83  -4.04  -4.90  0.10
H  -3.10  -3.19  -3.32  0.11
Te  4.70  -0.32  -0.43  1.42
C  6.44  -0.30  -1.65  -0.57
C  7.38  -1.32  -1.58  -0.15
C  8.51  -1.29  -2.39  -0.10
C  8.72  -0.23  -3.26  -0.11
C  7.80  0.79  -3.33  -0.10
C  6.66  0.76  -2.53  -0.16
C  3.86  -1.95  -1.48  -0.51
C  4.18  -2.16  -2.82  -0.14
C  3.56  -3.18  -3.54  -0.09
C  2.62  -3.99  -2.93  -0.10
C  2.30  -3.79  -1.60  -0.09
C  2.92  -2.78  -0.87  -0.15
H  7.23  -2.15  -0.90  0.09
H  9.23  -2.10  -2.33  0.10
H  9.61  -0.21  -3.88  0.09
H  7.95  1.62  -4.01  0.10
H  5.93  1.56  -2.60  0.09
H  4.90  -1.52  -3.32  0.09
H  3.82  -3.33  -4.58  0.10
H  2.13  -4.78  -3.49  0.10
H  1.55  -4.41  -1.11  0.10
H  2.64  -2.61  0.16  0.08
C  1.49  0.17  -2.60  -0.09
C  0.60  1.38  -2.35  -0.49
C  1.36  2.32  -1.41  -0.02
C  -0.68  0.85  -1.68  -0.31
C  0.25  2.11  -3.65  -0.15
C  -0.40  3.34  -3.62  -0.03
C  -0.76  4.00  -4.79  -0.09
C  -0.47  3.44  -6.03  -0.12
C  0.18  2.22  -6.08  -0.10
C  0.54  1.57  -4.90  -0.03
H  1.82  -0.23  -1.64  0.02
H  2.39  0.43  -3.16  0.09
H  0.97  -0.63  -3.15  0.10
H  1.57  1.81  -0.47  0.07
H  0.80  3.23  -1.19  0.08
H  2.31  2.62  -1.86  0.09
H  -1.28  0.36  -2.46  0.10
H  -0.64  3.80  -2.68  0.10
H  -1.27  4.95  -4.73  0.10
H  -0.75  3.95  -6.94  0.09
H  0.42  1.77  -7.03  0.09
H  1.04  0.61  -4.98  0.10

Entry 2:
Here is a structure of composition C40H40BBeN6O3Te in a non-equilibrium geometry from the Open Molecules 2025 dataset. Energies are from ωB97M-V/def2-TZVPD.

Spin multiplicity: 2
E_LUMO (spin up / spin down) in eV: 0.247 / -0.234
Orbital gap (spin up / spin down) in Ha: 0.2115 / 0.2577
⟨S²⟩: 0.7920
Highest occupied orbital energy (spin up / spin down) in eV: -5.51 / -7.25
E_tot in Ha: -2410.39105

Last column: Löwdin charge in e.
CARTESIAN COORDINATES (ANGSTROEM)
Be  2.20  0.58  -2.54  0.15
N  4.36  -0.76  0.61  0.13
C  3.68  0.11  -0.16  -0.09
N  3.41  -0.08  -1.40  0.13
C  3.86  -1.24  -2.04  -0.27
N  3.64  -1.37  -3.32  0.14
N  2.88  -0.36  -3.73  -0.10
C  2.81  0.17  -4.93  -0.05
C  2.35  1.50  -4.86  -0.23
C  2.12  2.35  -5.96  -0.03
C  1.80  3.66  -5.74  -0.07
C  1.72  4.14  -4.43  -0.07
C  1.94  3.26  -3.39  -0.12
N  2.24  1.98  -3.57  0.08
C  4.61  -2.21  -1.29  -0.08
C  5.11  -3.39  -1.85  0.00
C  5.81  -4.29  -1.07  -0.08
C  6.02  -4.03  0.28  -0.08
C  5.54  -2.86  0.85  -0.02
C  4.84  -1.96  0.07  -0.18
H  4.52  -0.58  1.59  0.16
H  3.38  1.04  0.31  0.13
H  3.19  -0.30  -5.83  0.12
H  2.22  1.95  -6.95  0.11
H  1.63  4.33  -6.57  0.10
H  1.50  5.18  -4.22  0.10
H  1.90  3.59  -2.36  0.12
H  4.92  -3.57  -2.89  0.11
H  6.19  -5.20  -1.50  0.10
H  6.56  -4.74  0.89  0.10
H  5.71  -2.65  1.90  0.11
O  -0.35  2.54  -2.04  0.18
B  -0.47  1.14  -1.97  -0.76
O  -1.78  0.79  -1.60  0.14
C  -2.44  1.96  -1.44  -0.19
C  -3.76  2.18  -1.07  0.01
C  -4.17  3.50  -0.95  -0.09
C  -3.30  4.55  -1.17  -0.10
C  -1.98  4.33  -1.54  0.01
C  -1.57  3.03  -1.68  -0.18
H  -4.43  1.35  -0.90  0.12
H  -5.19  3.70  -0.67  0.10
H  -3.65  5.57  -1.05  0.10
H  -1.30  5.15  -1.71  0.12
C  -0.74  -1.69  -2.82  0.00
C  0.44  -1.08  -2.08  -0.65
O  1.23  -1.80  -1.49  -0.04
N  0.61  0.27  -2.12  0.19
Te  -0.71  -1.05  0.70  1.68
C  -1.39  -2.34  2.30  -0.38
C  -0.91  -2.18  3.60  -0.30
C  0.09  -1.11  3.93  -0.08
C  -1.34  -3.03  4.61  -0.02
C  -2.23  -4.06  4.36  -0.27
C  -2.71  -4.97  5.44  -0.05
C  -2.68  -4.23  3.05  -0.02
C  -2.26  -3.40  2.03  -0.32
C  -2.75  -3.66  0.63  -0.09
C  -1.45  0.78  1.53  -0.37
C  -0.59  1.87  1.61  -0.31
C  0.85  1.78  1.20  -0.09
C  -1.07  3.09  2.07  -0.01
C  -2.38  3.25  2.48  -0.27
C  -2.88  4.57  2.98  -0.04
C  -3.23  2.16  2.38  -0.02
C  -2.79  0.94  1.89  -0.30
C  -3.78  -0.18  1.73  -0.06
H  -1.51  -1.97  -2.11  0.06
H  -0.38  -2.59  -3.32  0.09
H  -1.15  -0.99  -3.54  0.08
H  0.88  -1.10  3.18  0.05
H  0.53  -1.28  4.91  0.07
H  -0.38  -0.13  3.93  0.08
H  -0.96  -2.89  5.61  0.11
H  -2.16  -4.80  6.36  0.07
H  -2.58  -6.01  5.14  0.08
H  -3.77  -4.81  5.64  0.08
H  -3.37  -5.03  2.83  0.12
H  -3.47  -4.48  0.63  0.08
H  -1.92  -3.93  -0.02  0.08
H  -3.24  -2.78  0.22  0.05
H  1.29  0.85  1.56  0.03
H  1.41  2.63  1.60  0.08
H  0.94  1.79  0.11  0.06
H  -0.39  3.94  2.11  0.12
H  -2.06  5.21  3.29  0.07
H  -3.55  4.43  3.83  0.08
H  -3.44  5.08  2.19  0.08
H  -4.26  2.26  2.69  0.12
H  -4.80  0.19  1.84  0.08
H  -3.60  -0.95  2.48  0.08
H  -3.66  -0.63  0.75  0.05